(1)
{"formula": "C6H14N2", "method": "ωB97M-V/def2-TZVPD", "species": ["C", "N", "N", "C", "C", "C", "C", "C", "H", "H", "H", "H", "H", "H", "H", "H", "H", "H", "H", "H", "H", "H"], "xyz": [[-0.60602, 2.07692, -1.15119], [0.48030, 1.11197, -1.23086], [1.62833, 1.57175, -0.51221], [0.22225, -0.30286, -0.93120], [-1.13856, -0.88630, -0.67012], [-0.11188, -0.88027, 0.44085], [-0.43572, -0.03405, 1.64458], [0.56851, -2.17990, 0.79826], [-1.45923, 1.75499, -1.75721], [-0.95028, 2.25570, -0.12948], [-0.28500, 3.04141, -1.56299], [2.44522, 1.00379, -0.74337], [1.50036, 1.48435, 0.49550], [0.84882, -0.93236, -1.56663], [-1.37971, -1.83161, -1.14499], [-1.99666, -0.23107, -0.58471], [0.47826, 0.36179, 2.09729], [-1.10039, 0.80126, 1.41577], [-0.94542, -0.64113, 2.40152], [0.90846, -2.72752, -0.08716], [-0.11676, -2.82959, 1.35210], [1.44511, -1.98728, 1.42621]], "forces_ev_per_a": [[0.103, 0.023, -0.195], [0.221, -0.772, 0.301], [0.113, 0.359, -0.073], [-0.374, 0.778, -0.084], [0.045, -0.312, -0.150], [-0.185, -0.125, -0.561], [0.119, 0.308, 0.115], [0.008, -0.143, -0.031], [0.226, -0.165, 0.142], [-0.124, 0.072, 0.157], [0.182, -0.304, 0.124], [-0.457, 0.158, -0.220], [-0.155, -0.126, -0.028], [0.028, 0.066, 0.351], [0.066, 0.051, -0.043], [0.129, 0.106, 0.134], [-0.102, 0.006, 0.126], [0.137, -0.038, -0.042], [0.094, 0.006, -0.102], [-0.097, 0.099, 0.086], [0.095, 0.009, 0.026], [-0.070, -0.057, -0.034]], "total_energy_ha": -346.4474, "lumo_energy_ev": 0.951, "e_above_lowest_kcal_mol": 50.0, "mol_weight_g_mol": 114.19, "smiles": "CN(N)[C@@H]1CC1(C)C", "homo_lumo_gap_ev": 9.2}



(2)
{"formula": "C22H31BrNO2Ti", "method": "ωB97M-V/def2-TZVPD", "species": ["Ti", "O", "C", "C", "C", "C", "C", "C", "C", "C", "N", "H", "H", "H", "H", "H", "H", "H", "H", "H", "H", "H", "C", "C", "C", "C", "C", "C", "C", "Br", "C", "O", "C", "C", "C", "C", "C", "C", "H", "H", "H", "H", "H", "H", "H", "H", "H", "H", "H", "H", "H", "H", "H", "H", "H", "H", "H", "H"], "xyz": [[1.22610, -0.17599, -2.16279], [0.43551, -0.14561, -4.09122], [-0.84083, 0.54983, -4.44430], [-0.67947, 2.02643, -4.15755], [-0.46925, 2.48008, -2.68115], [0.95958, 2.64460, -2.19487], [1.31320, 3.88813, -1.63366], [2.62456, 4.18234, -1.25913], [3.59190, 3.16337, -1.55398], [3.24151, 2.00698, -2.19928], [1.92588, 1.65971, -2.30206], [0.42714, -1.05106, -4.43585], [-1.64873, 0.14202, -3.80163], [-1.04296, 0.29890, -5.49634], [-1.46843, 2.59776, -4.72888], [0.16869, 2.36907, -4.75876], [-1.10059, 1.88492, -1.98796], [-0.90141, 3.47139, -2.56628], [0.51656, 4.58915, -1.54105], [2.80314, 5.10473, -0.74288], [4.65308, 3.39687, -1.30809], [3.94068, 1.30560, -2.68205], [2.38334, -2.92299, 3.00678], [1.35276, -1.86358, 3.47078], [0.26326, -2.44018, 4.36443], [1.93764, -0.66355, 4.29535], [0.74148, -1.23365, 2.17855], [1.52056, -0.58199, 1.13604], [1.04677, -0.35385, -0.12966], [2.81819, -1.82027, -2.95772], [-0.35521, -0.58227, -0.33109], [-0.65359, -0.60844, -1.66744], [-1.23029, -0.88899, 0.74307], [-0.63103, -1.23458, 1.96600], [-2.79053, -0.88322, 0.55475], [-3.05105, 0.49868, -0.03805], [-3.36630, -2.04780, -0.29135], [-3.57351, -1.06488, 1.88839], [2.76777, -3.51036, 3.85259], [3.20685, -2.47204, 2.41943], [1.99565, -3.62974, 2.23736], [0.58486, -2.76068, 5.35900], [-0.31198, -3.27578, 3.96996], [-0.51759, -1.62775, 4.54356], [2.39437, -0.92254, 5.23146], [1.13382, 0.01363, 4.47846], [2.61327, -0.05960, 3.68751], [2.55818, -0.31330, 1.41517], [-1.37868, -1.42017, 2.75578], [-2.43626, 0.61463, -1.00526], [-2.72564, 1.23993, 0.72314], [-4.10363, 0.67845, -0.30662], [-2.83344, -2.12670, -1.24838], [-4.39181, -1.78230, -0.52553], [-3.31268, -3.00602, 0.19522], [-3.05805, -0.50543, 2.70609], [-3.67927, -2.13088, 2.23345], [-4.59407, -0.70099, 1.81856]], "forces_ev_per_a": [[0.502, -1.922, -0.267], [-0.858, 0.387, 0.088], [-0.565, -0.413, 0.629], [0.581, 0.791, -1.391], [-0.864, -0.534, 0.038], [0.915, 0.267, 0.682], [0.474, -0.910, -0.609], [-0.647, -2.577, -0.441], [0.944, 2.144, 0.389], [-0.167, -0.506, 0.410], [-0.978, 1.954, -1.198], [-0.006, 0.013, -0.241], [0.522, -0.067, -0.441], [0.111, 0.391, 0.392], [0.188, -0.712, 1.254], [0.360, -0.069, 0.213], [0.485, 0.020, -0.303], [-0.010, 0.066, -0.154], [-0.254, 0.606, 0.129], [0.578, 0.233, 0.035], [-0.879, -0.419, -0.540], [-0.159, 0.271, 0.862], [0.279, -0.063, -0.924], [0.042, 0.674, -0.352], [-1.835, 0.790, 0.324], [0.236, -0.037, -1.710], [0.136, 0.068, 0.385], [1.578, -0.193, 0.536], [-0.718, -0.033, 0.478], [-0.948, 1.007, 0.743], [0.752, -0.875, -1.887], [1.173, 0.478, 1.824], [-1.686, -0.990, 0.937], [-2.012, 0.587, -0.736], [-0.077, -0.935, 0.857], [0.591, 0.549, -1.076], [1.176, 0.980, -1.376], [1.107, 0.000, 1.179], [-0.023, 0.328, -0.287], [-0.052, 0.074, 0.790], [-0.370, 0.272, 0.833], [0.452, 0.201, -0.266], [0.225, -0.172, -0.397], [1.018, -0.960, 0.069], [0.258, -0.433, 0.279], [-0.777, 0.408, 0.478], [0.462, -0.246, 0.129], [-0.563, -0.370, -0.375], [0.976, -0.392, -0.404], [-1.057, 0.032, 1.487], [-0.261, -0.109, -0.663], [0.323, -0.166, 0.267], [-0.163, -0.072, 0.058], [-0.224, -0.174, 0.090], [-0.003, -0.225, 0.320], [-0.711, -0.199, -0.398], [0.427, 0.935, -0.497], [-0.002, 0.245, -0.250]], "total_energy_ha": -4485.0544, "lumo_energy_ev": [-8.173, -9.195], "charge": 2, "mol_weight_g_mol": 469.27, "spin_multiplicity": 2, "homo_lumo_gap_ev": [7.2, 6.5]}



(3)
{"formula": "C2H8N3S", "method": "ωB97M-V/def2-TZVPD", "species": ["C", "C", "N", "N", "N", "S", "H", "H", "H", "H", "H", "H", "H", "H"], "xyz": [[-1.80498, 1.01845, 0.10732], [1.51393, -0.64048, -0.23602], [-3.05763, 1.49514, 0.19348], [2.41232, -0.32717, 0.69554], [1.45891, -1.67036, -0.98436], [-1.48663, -0.55257, -0.02905], [0.98537, 0.24922, -0.52785], [-3.09553, 2.53470, 0.20674], [-3.86629, 0.90689, 0.14256], [3.03727, -0.94144, 1.15656], [2.22929, 0.59528, 1.11977], [0.70449, -1.83146, -1.53931], [2.03592, -2.51655, -0.68771], [-1.06645, 1.68034, 0.38232]], "forces_ev_per_a": [[-0.553, 1.477, -0.356], [1.859, 2.858, 0.656], [-1.098, 2.387, 0.242], [-1.853, 1.030, -0.329], [3.721, -3.120, 2.590], [0.547, -3.807, -0.276], [-0.849, -0.163, -0.175], [-0.760, -1.608, -0.118], [-0.230, 0.275, -0.046], [0.570, -0.691, 0.326], [0.602, -0.946, -0.147], [-2.606, -0.366, -2.107], [-1.133, 1.416, -0.880], [1.783, 1.257, 0.619]], "total_energy_ha": -643.0882, "lumo_energy_ev": [-3.689, -6.088], "e_above_lowest_kcal_mol": 0.0, "charge": 1, "mol_weight_g_mol": 106.17, "spin_multiplicity": 3, "homo_lumo_gap_ev": [5.3, 6.6]}



(4)
{"formula": "C26H70O7", "method": "ωB97M-V/def2-TZVPD", "species": ["C", "C", "C", "C", "C", "C", "H", "H", "H", "H", "H", "H", "H", "H", "H", "H", "H", "H", "H", "H", "C", "C", "C", "C", "C", "C", "H", "H", "H", "H", "H", "H", "H", "H", "H", "H", "H", "H", "H", "H", "C", "C", "O", "H", "H", "H", "H", "H", "H", "C", "C", "O", "H", "H", "H", "H", "H", "H", "C", "C", "O", "H", "H", "H", "H", "H", "H", "C", "C", "O", "H", "H", "H", "H", "H", "H", "C", "C", "O", "H", "H", "H", "H", "H", "H", "C", "C", "O", "H", "H", "H", "H", "H", "H", "C", "C", "O", "H", "H", "H", "H", "H", "H"], "xyz": [[15.06000, 108.33800, 62.91400], [16.13700, 109.22400, 63.44100], [17.55700, 108.60700, 63.40500], [18.51000, 109.65700, 64.06800], [20.02800, 109.26100, 63.85700], [21.06300, 110.27600, 64.26200], [14.09800, 108.54100, 62.99000], [15.03700, 107.37200, 63.24500], [15.21800, 108.22700, 61.75600], [16.07100, 109.63100, 64.37300], [16.14400, 110.21700, 62.89700], [17.87100, 108.22300, 62.37100], [17.60000, 107.81900, 64.06700], [18.24700, 109.88400, 65.03500], [18.53600, 110.53900, 63.57600], [20.23900, 109.04400, 62.74300], [20.12000, 108.34400, 64.33100], [21.88600, 109.97600, 64.01600], [21.04800, 110.41300, 65.40200], [20.99000, 111.24600, 63.80700], [24.23700, 110.28700, 61.50800], [25.45000, 111.02200, 61.17400], [25.93600, 110.74700, 59.66900], [27.42000, 111.07600, 59.49100], [27.85900, 110.71500, 58.06700], [29.46200, 110.79800, 57.99300], [23.57300, 111.07200, 60.95600], [24.22300, 110.37100, 62.54300], [24.12600, 109.20700, 61.32800], [26.33800, 110.56800, 61.68800], [25.38100, 112.03300, 61.27200], [25.17500, 111.32100, 59.10400], [25.73100, 109.65500, 59.60300], [28.12300, 110.56000, 60.18900], [27.27200, 112.09800, 59.74400], [27.70000, 111.20100, 57.26000], [27.47000, 109.79300, 57.85200], [29.96800, 110.43700, 57.13000], [29.84300, 110.29800, 58.71500], [29.97200, 111.72200, 57.92400], [24.31900, 110.57100, 56.10900], [23.64900, 109.77600, 54.99900], [23.79800, 110.36800, 53.79400], [24.15400, 110.01800, 56.90200], [24.11300, 111.47500, 56.25000], [25.40000, 110.75700, 55.97900], [22.67900, 109.85300, 55.45800], [24.04400, 108.64000, 55.07000], [23.31800, 109.91600, 53.13200], [29.44100, 113.13100, 54.97800], [27.95200, 112.96200, 54.52800], [27.27400, 114.18900, 54.59000], [29.68700, 113.62400, 55.83600], [29.93800, 113.71800, 54.31600], [29.78800, 112.20400, 54.90600], [27.66400, 112.13000, 55.04900], [27.92900, 112.46400, 53.42600], [26.40600, 113.94000, 54.10400], [20.75400, 110.93900, 59.71500], [20.12500, 112.07100, 60.50800], [19.86800, 113.10800, 59.63800], [20.81600, 109.99900, 60.24800], [21.80100, 111.17900, 59.45200], [20.40100, 110.99400, 58.70100], [20.89600, 112.16200, 61.18900], [19.16800, 111.87000, 60.97000], [19.14400, 112.58200, 59.25100], [23.80000, 116.08500, 60.92100], [22.78100, 114.98700, 60.98200], [21.89300, 115.02600, 59.86400], [24.81800, 115.94400, 61.12400], [23.40300, 117.07700, 61.22700], [24.10700, 116.18200, 59.88100], [22.21100, 115.21500, 61.83400], [23.44000, 113.94500, 61.18900], [21.18900, 114.27300, 59.71100], [25.36100, 114.48800, 57.41200], [25.95900, 115.87100, 57.58300], [26.79900, 115.91700, 58.87900], [24.61000, 114.42800, 56.55900], [24.82300, 114.08300, 58.31300], [26.12000, 113.80600, 57.27700], [25.12100, 116.56800, 57.40800], [26.53200, 116.28800, 56.61800], [27.09300, 116.79200, 59.04600], [29.07200, 113.94800, 62.25100], [28.50000, 114.54200, 61.08300], [27.14100, 114.40300, 61.13200], [30.13800, 113.81100, 62.20700], [28.82800, 112.83500, 62.17700], [28.71700, 114.17100, 63.11800], [28.76300, 113.94600, 60.10100], [28.87200, 115.49500, 61.01600], [26.79100, 114.51500, 60.26500], [24.27200, 113.32800, 65.12100], [25.09700, 113.49100, 63.86900], [25.68600, 114.79800, 63.66300], [23.47000, 112.76700, 64.97200], [23.92700, 114.34500, 65.36100], [24.64600, 113.00600, 66.07800], [24.61100, 113.28000, 62.86500], [26.01600, 113.04500, 63.94700], [26.03800, 114.79800, 62.85600]], "forces_ev_per_a": [[3.586, 0.080, -3.991], [1.305, 0.675, -2.850], [0.115, 2.602, -1.345], [2.457, -3.194, -3.055], [-1.429, 0.986, -2.088], [-8.536, 2.944, 4.950], [-4.426, 2.215, 0.625], [0.850, -2.785, 1.241], [-0.168, 0.163, 1.925], [-0.980, 0.331, 3.168], [0.096, -1.130, -0.200], [-0.292, 0.838, 1.392], [-0.189, -2.277, 1.243], [-0.445, 0.011, 2.536], [-0.906, 3.144, -1.845], [-0.793, 0.252, 1.398], [0.901, -1.851, 1.093], [9.480, -3.565, -2.481], [0.091, 0.015, -1.511], [-0.676, 0.589, -0.252], [-1.807, 1.829, -1.529], [5.075, -4.342, -2.552], [-1.552, -1.478, 2.416], [-1.627, -0.272, -1.227], [5.088, -0.400, 5.062], [-3.099, 1.380, -3.856], [-0.617, -2.352, 1.261], [-1.183, 0.393, 2.138], [0.173, 0.611, -0.836], [-0.602, 0.938, 0.423], [-0.133, 2.738, 0.899], [0.943, -0.301, -0.696], [0.088, 0.541, -0.691], [-0.944, 0.391, -0.222], [1.524, 1.458, -0.017], [-2.643, 4.495, -4.872], [-0.369, -2.900, -0.310], [-0.409, -1.338, -1.360], [2.663, -3.284, 5.139], [-0.534, 1.971, 0.817], [4.742, -4.570, -4.935], [1.185, -1.692, 2.885], [0.895, 1.400, -0.852], [-0.453, -2.441, 4.434], [-3.341, 7.530, 0.859], [0.164, -1.061, -0.102], [-1.466, -0.771, -0.852], [-0.903, 2.377, -0.349], [-0.793, -0.730, -1.061], [-3.864, 1.188, -1.778], [3.422, 0.652, -2.956], [-2.874, -1.547, -1.314], [-0.288, 0.770, 3.097], [1.469, 1.586, -2.621], [2.054, -3.905, 0.162], [-2.109, -1.567, 2.180], [0.331, 1.544, 1.916], [1.822, 1.264, 1.329], [1.017, 0.276, -0.668], [0.438, -2.461, 0.022], [-0.946, 0.520, -0.841], [-0.505, -0.416, -0.314], [-0.097, 0.279, 0.765], [-1.081, -1.117, -0.476], [1.094, 1.767, 2.123], [0.030, -0.809, 0.699], [-0.013, 1.785, -1.245], [-0.788, 1.585, -2.481], [1.574, -2.548, 0.142], [-0.607, -1.489, -0.851], [1.201, -0.732, 2.207], [0.446, -0.714, 0.004], [-0.947, 0.426, -0.968], [-0.861, -0.475, 1.552], [-2.086, 2.162, -0.856], [2.150, 1.913, 1.082], [-1.917, 0.473, 0.477], [0.894, 1.371, -1.361], [-2.424, -1.381, -2.979], [1.120, 0.287, 0.955], [0.238, 0.964, -0.521], [1.761, -1.720, -0.788], [0.074, 0.291, 1.845], [-0.129, -1.720, 2.179], [0.296, 1.348, 0.041], [2.656, -6.253, -3.686], [0.437, -2.642, -3.568], [-2.099, 0.037, 1.702], [0.686, 0.902, 0.213], [-0.151, 0.948, 0.190], [-2.020, 2.272, 5.390], [0.566, 1.213, 1.733], [0.356, 2.928, -0.701], [-0.494, 0.598, -1.072], [1.896, 3.934, 0.429], [0.217, 1.229, -1.607], [-3.390, 1.289, 6.027], [-3.684, -2.456, -0.957], [-0.311, -0.138, -0.134], [1.306, -0.381, -0.078], [-0.023, -0.432, 1.623], [1.686, -3.009, 0.044], [2.370, -0.051, -5.278]], "total_energy_ha": -1558.7225, "lumo_energy_ev": 0.480, "e_above_lowest_kcal_mol": 9.4, "mol_weight_g_mol": 494.84, "smiles": "CCCCCC.CCCCCC.CCO.CCO.CCO.CCO.CCO.CCO.CCO", "homo_lumo_gap_ev": 9.7}



(5)
{"formula": "C5H8O2S", "method": "ωB97M-V/def2-TZVPD", "species": ["C", "C", "C", "C", "C", "O", "O", "S", "H", "H", "H", "H", "H", "H", "H", "H"], "xyz": [[-0.80533, -0.96826, -0.29338], [0.49482, -0.39366, 0.24725], [-1.79571, -0.36302, 0.74980], [-0.97143, 0.64680, 1.62697], [1.50545, 0.48412, -0.45024], [-0.29888, -1.75334, 2.75322], [-2.46178, -0.87450, 3.36061], [-1.35518, -0.82853, 2.41444], [-1.02967, -0.53216, -1.36004], [-0.59570, -1.98907, -0.24963], [1.10384, -0.85384, 1.01696], [-2.81119, -0.19976, 0.47375], [-1.37378, 1.57953, 2.03972], [0.95137, 1.17391, -1.14016], [2.27237, -0.18654, -1.00988], [1.79000, 1.16516, 0.34904]], "forces_ev_per_a": [[-0.293, 3.670, -0.647], [0.267, 2.577, 1.726], [1.375, -1.949, -0.491], [1.595, -1.220, -0.942], [-1.831, 0.190, -1.506], [0.364, -0.110, -0.957], [0.067, 0.724, -0.800], [-0.964, 0.127, 1.251], [0.489, -1.136, 1.901], [-0.734, -2.073, -0.405], [-1.011, -0.926, 0.264], [-0.757, -0.110, 0.053], [0.406, -0.143, -0.482], [0.765, -0.769, -0.019], [-0.966, 1.465, 1.188], [1.226, -0.318, -0.134]], "total_energy_ha": -743.7677, "lumo_energy_ev": [-0.449, -0.451], "e_above_lowest_kcal_mol": 137.9, "mol_weight_g_mol": 132.18, "homo_lumo_gap_ev": [8.5, 8.5]}



(6)
{"formula": "C3H6FN", "method": "ωB97M-V/def2-TZVPD", "species": ["H", "N", "C", "F", "H", "C", "C", "H", "H", "H", "H"], "xyz": [[-0.99093, -2.30411, -0.23326], [-0.78412, -1.93744, 0.69157], [0.40368, -1.73054, 0.93767], [1.42513, -1.95386, 0.08204], [0.75875, -1.34491, 1.88471], [0.44257, 1.41172, -0.27447], [-0.71658, 1.67526, -0.83969], [0.70635, 1.79836, 0.69774], [1.19035, 0.81143, -0.76848], [-0.96577, 1.29151, -1.81439], [-1.46943, 2.28258, -0.36343]], "forces_ev_per_a": [[0.214, 0.017, -0.079], [-0.788, -0.122, 0.065], [0.332, 0.019, 0.067], [0.072, 0.013, -0.046], [0.147, 0.036, 0.014], [0.258, 0.043, 0.084], [-0.207, 0.055, -0.098], [-0.014, 0.064, 0.157], [0.091, -0.119, -0.091], [-0.033, -0.096, -0.215], [-0.073, 0.089, 0.141]], "total_energy_ha": -272.4763, "lumo_energy_ev": 1.215, "e_above_lowest_kcal_mol": 9.3, "mol_weight_g_mol": 75.09, "smiles": "[H]/N=C\\F.C=C", "homo_lumo_gap_ev": 11.5}